The following is a DFT calculation (ωB97M-V with the def2-TZVPD basis set) of C30H79N6NiO14S as an isolated structure at a distorted geometry.

Output
E_LUMO (alpha / beta)   -2.11 / -3.15 eV
<S²>   2.004
Spin multiplicity   3
Net charge   +1
Frontier orbital gap (alpha / beta)   8.362 / 7.314 eV
HOMO energy (alpha / beta)   -10.47 / -10.47 eV

```
131
C30H79N6NiO14S, DFT ωB97M-V with the def2-TZVPD basis set
N 0.792 -3.837 -0.887
H -0.049 -4.254 -0.442
H 0.461 -3.630 -1.867
H 1.605 -4.437 -0.832
H 0.947 -2.882 -0.442
Ni 1.479 1.640 1.826
S 0.622 -0.049 0.010
O -0.060 0.405 1.284
O 1.712 0.982 -0.088
O 1.128 -1.411 0.258
O -0.224 0.017 -1.163
C 3.806 3.673 2.482
O 3.362 2.532 1.774
C 4.366 1.534 1.643
C 4.075 0.411 2.621
N 2.685 -0.026 2.406
C 2.139 -0.902 3.481
C 2.680 -2.284 3.556
O 3.992 -2.212 4.040
C 4.615 -3.494 4.134
H 2.992 4.392 2.553
H 4.656 4.147 1.988
H 4.144 3.468 3.506
H 5.370 1.917 1.834
H 4.371 1.143 0.625
H 4.204 0.713 3.658
H 4.748 -0.422 2.412
H 2.575 -0.592 1.558
H 1.054 -0.914 3.323
H 2.183 -0.408 4.458
H 2.710 -2.780 2.568
H 2.030 -2.931 4.162
H 4.122 -4.049 4.943
H 5.644 -3.349 4.452
H 4.583 -4.031 3.182
C -5.219 0.250 0.164
O -5.059 -0.593 -0.939
C -3.792 -0.485 -1.556
C -3.614 0.791 -2.355
N -2.308 0.794 -2.977
C -1.876 2.127 -3.348
C -0.459 2.071 -3.869
O -0.096 3.357 -4.296
C 1.179 3.365 -4.884
H -5.391 1.307 -0.075
H -4.331 0.205 0.814
H -6.071 -0.113 0.736
H -3.738 -1.347 -2.228
H -2.980 -0.611 -0.823
H -3.786 1.642 -1.668
H -4.395 0.857 -3.118
H -1.597 0.484 -2.313
H -1.936 2.812 -2.483
H -2.528 2.553 -4.117
H -0.333 1.326 -4.661
H 0.176 1.779 -3.013
H 1.952 2.971 -4.213
H 1.397 4.396 -5.146
H 1.138 2.754 -5.793
C -4.057 -2.857 5.815
O -3.195 -2.478 4.781
C -3.344 -1.128 4.447
C -2.242 -0.595 3.585
N -2.341 -1.009 2.192
C -2.035 -2.420 2.031
C -2.042 -2.758 0.558
O -1.523 -4.050 0.326
C -2.379 -4.867 -0.435
H -5.102 -2.700 5.499
H -3.911 -2.256 6.719
H -3.941 -3.918 6.003
H -3.379 -0.512 5.360
H -4.290 -0.973 3.907
H -1.245 -0.753 4.032
H -2.376 0.494 3.591
H -1.544 -0.561 1.725
H -2.724 -3.068 2.563
H -1.003 -2.626 2.379
H -1.424 -2.067 -0.033
H -3.066 -2.634 0.182
H -3.307 -5.119 0.097
H -1.904 -5.815 -0.679
H -2.678 -4.364 -1.364
C -0.067 -6.390 -3.219
O -0.201 -5.052 -2.839
C -1.017 -4.295 -3.739
C -1.219 -2.935 -3.137
N 0.062 -2.272 -2.877
C 0.716 -1.767 -4.087
C 1.969 -1.009 -3.693
O 2.510 -0.457 -4.850
C 3.778 0.119 -4.618
H 0.762 -6.866 -2.687
H 0.232 -6.501 -4.271
H -0.983 -6.954 -3.022
H -1.974 -4.811 -3.884
H -0.492 -4.236 -4.700
H -1.812 -3.025 -2.224
H -1.780 -2.300 -3.844
H -0.063 -1.451 -2.274
H 0.077 -1.059 -4.638
H 1.054 -2.577 -4.733
H 2.666 -1.756 -3.265
H 1.831 -0.244 -2.918
H 4.460 -0.614 -4.163
H 3.684 0.965 -3.911
H 4.225 0.520 -5.523
C -2.429 6.085 2.969
O -1.438 5.143 2.630
C -1.780 4.409 1.456
C -0.890 3.182 1.396
N 0.529 3.435 1.039
C 0.648 3.719 -0.403
C 1.997 4.288 -0.776
O 2.195 5.524 -0.105
C 3.501 6.030 -0.231
H -2.428 6.960 2.311
H -2.252 6.452 3.985
H -3.438 5.660 3.038
H -1.640 5.024 0.558
H -2.814 4.044 1.479
H -1.332 2.516 0.642
H -1.078 2.575 2.288
H 0.755 4.295 1.547
H -0.137 4.415 -0.720
H 0.478 2.826 -1.001
H 1.991 4.482 -1.859
H 2.804 3.584 -0.533
H 4.264 5.286 0.027
H 3.562 6.863 0.469
H 3.724 6.424 -1.230
```

These are the Löwdin partial charges, in e, on atoms 1 to 99:
1. N 0.234
2. H 0.083
3. H 0.068
4. H 0.132
5. H 0.070
6. Ni 0.778
7. S 0.366
8. O -0.381
9. O -0.348
10. O -0.335
11. O -0.324
12. C -0.062
13. O -0.266
14. C -0.170
15. C -0.144
16. N -0.076
17. C -0.164
18. C -0.239
19. O -0.200
20. C -0.078
21. H 0.095
22. H 0.094
23. H 0.106
24. H 0.137
25. H 0.134
26. H 0.135
27. H 0.132
28. H 0.089
29. H 0.099
30. H 0.138
31. H 0.130
32. H 0.138
33. H 0.095
34. H 0.090
35. H 0.090
36. C -0.125
37. O -0.172
38. C -0.232
39. C -0.207
40. N -0.054
41. C -0.207
42. C -0.240
43. O -0.184
44. C -0.109
45. H 0.081
46. H 0.071
47. H 0.089
48. H 0.121
49. H 0.096
50. H 0.112
51. H 0.131
52. H 0.051
53. H 0.116
54. H 0.130
55. H 0.125
56. H 0.103
57. H 0.075
58. H 0.090
59. H 0.095
60. C -0.112
61. O -0.195
62. C -0.248
63. C -0.216
64. N -0.041
65. C -0.182
66. C -0.210
67. O -0.219
68. C -0.085
69. H 0.094
70. H 0.089
71. H 0.089
72. H 0.125
73. H 0.135
74. H 0.116
75. H 0.117
76. H 0.051
77. H 0.122
78. H 0.128
79. H 0.095
80. H 0.130
81. H 0.107
82. H 0.095
83. H 0.077
84. C -0.100
85. O -0.259
86. C -0.185
87. C -0.185
88. N -0.075
89. C -0.158
90. C -0.250
91. O -0.179
92. C -0.104
93. H 0.092
94. H 0.098
95. H 0.094
96. H 0.136
97. H 0.126
98. H 0.086
99. H 0.133